{
  "formula": "C15H16FN3O2S",
  "method": "ωB97M-V/def2-TZVPD",
  "species": ["S", "F", "O", "O", "N", "N", "N", "C", "C", "C", "C", "C", "C", "C", "C", "C", "C", "C", "C", "C", "C", "C", "H", "H", "H", "H", "H", "H", "H", "H", "H", "H", "H", "H", "H", "H", "H", "H"],
  "xyz": [[-1.162, -2.144, -1.808], [3.113, 5.374, -1.194], [1.908, 3.025, -0.936], [-0.037, 2.544, -2.814], [0.455, -2.048, 0.160], [0.517, -0.837, -0.377], [-0.394, 0.439, -2.153], [-0.053, -5.158, 2.227], [-0.074, 6.550, 0.032], [-1.851, -4.238, 0.975], [1.276, 1.776, -0.938], [-0.637, -4.252, 0.017], [1.231, 6.556, -0.434], [-0.740, 5.349, 0.175], [1.840, 5.362, -0.748], [-0.247, -0.689, -1.404], [0.523, -4.857, 0.839], [1.184, 4.132, -0.615], [-0.122, 4.150, -0.143], [0.245, 1.662, -2.046], [-0.339, -2.865, -0.418], [-1.216, -4.181, 2.358], [-1.913, -4.453, 3.149], [-0.427, -6.182, 2.268], [-0.835, -3.177, 2.550], [0.690, -5.033, 3.012], [1.326, -4.126, 0.917], [-0.861, -4.846, -0.872], [0.814, 1.537, 0.029], [1.782, 7.475, -0.559], [-2.413, -5.165, 0.859], [-2.522, -3.402, 0.777], [-0.674, 3.230, -0.027], [2.068, 1.043, -1.113], [-0.562, 7.480, 0.278], [0.918, -5.752, 0.361], [-1.757, 5.334, 0.537], [-1.055, 0.387, -2.920]],
  "relative_energy_kj_mol": 42.7,
  "smiles": "O=C(COc1ccccc1F)Nc1nnc(C2CCCC2)s1",
  "homo_energy_ev": -8.5
}